[1]
Formula: C19H48O11V
Source: OMol25
Level of theory: ωB97M-V/def2-TZVPD

Structure (ORCA input):
```
! RIJCOSX wB97M-V def2-TZVPD def2/J DEFGRID3
* xyz 0 2
O 0.088 0.857 0.495
V -0.644 -0.417 1.100
O -0.666 -1.570 0.016
C -2.235 -0.141 3.239
O -3.076 0.050 4.101
O -2.205 -1.202 2.609
O -1.496 0.800 2.991
C 0.773 -2.122 -3.270
C 2.129 -1.719 -2.767
C 2.168 -0.305 -2.215
O 2.541 -2.558 -1.753
H 0.284 -1.294 -3.783
H 0.128 -2.307 -2.410
H 0.674 -3.043 -3.845
H 2.898 -1.723 -3.540
H 1.552 0.450 -2.704
H 3.183 0.084 -2.289
H 1.914 -0.383 -1.157
H 2.441 -3.442 -2.112
C 4.589 4.013 0.049
C 4.104 3.068 -1.081
C 2.563 3.075 -1.277
O 4.754 3.657 -2.147
H 4.239 5.043 -0.019
H 5.676 3.940 0.103
H 4.282 3.584 1.002
H 4.489 2.054 -0.970
H 1.991 2.684 -0.436
H 2.295 2.497 -2.161
H 2.271 4.113 -1.438
H 4.156 4.300 -2.535
C -2.889 0.100 -2.271
C -3.633 0.006 -0.912
C -3.915 -1.395 -0.459
O -2.754 0.587 0.019
H -1.964 -0.477 -2.268
H -2.696 1.148 -2.501
H -3.566 -0.218 -3.064
H -4.513 0.649 -0.933
H -4.024 -1.556 0.614
H -3.228 -2.115 -0.903
H -4.896 -1.625 -0.875
H -2.881 1.539 0.036
C 3.413 -0.039 1.615
C 2.387 -0.386 2.697
C 1.814 0.786 3.447
O 1.368 -1.054 1.979
H 3.054 0.795 1.012
H 3.602 -0.841 0.902
H 4.354 0.318 2.034
H 2.917 -1.024 3.405
H 2.589 1.353 3.962
H 0.989 0.517 4.107
H 1.364 1.533 2.794
H 1.821 -1.854 1.703
C -1.788 -4.847 0.571
C -1.660 -6.114 1.380
C -3.027 -6.881 1.553
O -0.766 -6.891 0.693
H -2.521 -4.248 1.110
H -2.177 -5.110 -0.413
H -0.897 -4.243 0.399
H -1.288 -5.920 2.386
H -3.510 -7.189 0.625
H -3.735 -6.196 2.021
H -2.876 -7.792 2.131
H -0.429 -7.543 1.311
C -1.081 4.077 -1.208
C -1.639 4.083 0.261
C -1.796 5.516 0.767
O -2.924 3.428 0.310
H -0.770 3.096 -1.566
H -0.169 4.666 -1.311
H -1.788 4.494 -1.925
H -0.890 3.584 0.876
H -2.175 5.614 1.784
H -2.483 6.095 0.150
H -0.833 6.022 0.695
H -3.354 3.513 -0.544
*
```

Computed properties:
max |F|: 4.485 eV Å⁻¹
HOMO energy (spin up / spin down): -9.89 / -9.89 eV
<S²>: 0.7568
calculated total energy: -2524.30367 hartree



[2]
Formula: C19H49Br3N6O8P2
Source: OMol25
Level of theory: ωB97M-V/def2-TZVPD

Structure (ORCA input):
```
! RIJCOSX wB97M-V def2-TZVPD def2/J DEFGRID3
* xyz 0 1
C -0.956 -0.855 -1.147
Br 0.435 -2.106 -0.687
Br -1.894 -0.265 0.409
Br -2.131 -1.527 -2.497
H -0.435 -0.019 -1.594
O -3.157 -0.231 4.998
P -1.936 -0.571 5.716
N -1.057 0.717 6.160
C 0.053 0.608 7.061
C -1.500 2.048 5.787
N -0.921 -1.555 4.862
C 0.000 -2.542 5.389
C -0.664 -1.165 3.476
N -2.160 -1.442 7.120
C -2.765 -2.763 6.992
C -2.584 -0.752 8.315
H 0.174 1.530 7.630
H 1.004 0.479 6.516
H 0.018 -0.230 7.757
H -2.587 2.103 5.783
H -1.137 2.327 4.790
H -1.090 2.796 6.466
H -0.395 -3.000 6.293
H 0.205 -3.317 4.651
H 0.962 -2.102 5.701
H -1.503 -0.571 3.132
H 0.258 -0.565 3.401
H -0.507 -2.037 2.839
H -2.379 -3.443 7.756
H -3.858 -2.697 7.087
H -2.610 -3.222 6.017
H -3.587 -0.309 8.253
H -1.907 0.071 8.552
H -2.534 -1.436 9.165
O 0.875 0.705 -3.082
P 0.538 1.898 -3.871
N -0.088 1.638 -5.394
C -1.332 0.886 -5.418
C 0.802 1.480 -6.526
N 1.786 2.932 -4.149
C 1.597 4.272 -4.706
C 3.127 2.561 -3.692
N -0.734 2.731 -3.202
C -1.584 3.693 -3.864
C -0.783 2.797 -1.747
H -1.219 -0.013 -4.814
H -1.546 0.539 -6.428
H -2.177 1.492 -5.096
H 0.301 1.085 -7.402
H 1.678 0.863 -6.296
H 1.210 2.457 -6.815
H 0.770 4.233 -5.411
H 1.324 4.967 -3.899
H 2.516 4.640 -5.154
H 3.115 1.633 -3.130
H 3.863 2.602 -4.497
H 3.459 3.291 -2.929
H -1.429 3.656 -4.938
H -2.624 3.508 -3.589
H -1.327 4.715 -3.546
H -1.780 3.092 -1.422
H -0.056 3.515 -1.348
H -0.567 1.806 -1.350
C 6.356 3.479 -2.313
O 5.034 3.005 -2.421
C 4.647 2.088 -1.537
O 5.334 1.605 -0.682
O 3.359 1.812 -1.763
C 2.718 1.029 -0.758
H 7.015 2.955 -3.006
H 6.754 3.362 -1.305
H 6.341 4.537 -2.562
H 3.271 0.120 -0.512
H 1.704 0.786 -1.037
H 2.749 1.596 0.181
C -0.057 -4.781 -3.148
O -0.794 -5.453 -2.127
C -1.871 -6.113 -2.543
O -2.415 -5.968 -3.594
O -2.282 -6.915 -1.566
C -3.493 -7.636 -1.834
H -0.643 -3.982 -3.605
H 0.262 -5.458 -3.937
H 0.776 -4.285 -2.663
H -3.516 -8.458 -1.131
H -3.484 -8.000 -2.859
H -4.333 -6.953 -1.717
*
```

Computed properties:
max |F|: 6.947 eV Å⁻¹
HOMO energy: -8.31 eV
calculated total energy: -10088.53041 hartree



[3]
Formula: C19H49N3O11S2
Source: OMol25
Level of theory: ωB97M-V/def2-TZVPD

Structure (ORCA input):
```
! RIJCOSX wB97M-V def2-TZVPD def2/J DEFGRID3
* xyz 0 1
C 2.683 1.540 1.023
S 1.916 2.045 -0.619
O 0.357 2.053 -0.374
O 2.151 0.957 -1.712
O 2.326 3.628 -1.100
S 3.832 3.699 -1.895
O 4.760 2.506 -1.519
O 4.626 5.066 -1.171
H 3.312 2.401 1.544
H 3.316 0.544 0.918
H 1.808 1.268 1.785
H 4.324 5.855 -1.725
C -3.821 7.672 0.608
O -2.903 7.847 -0.463
C -2.194 9.090 -0.390
C -0.703 8.836 -0.114
N -0.493 8.351 1.256
C 0.870 7.869 1.502
C 1.323 6.615 0.727
O 0.624 5.425 1.095
C -0.590 5.214 0.386
H -4.398 6.762 0.416
H -3.293 7.550 1.556
H -4.517 8.516 0.669
H -2.628 9.774 0.349
H -2.289 9.564 -1.373
H -0.146 9.769 -0.256
H -0.348 8.106 -0.847
H -1.141 7.590 1.440
H 0.931 7.642 2.574
H 1.578 8.685 1.315
H 2.372 6.435 0.992
H 1.312 6.761 -0.358
H -0.555 5.610 -0.633
H -1.427 5.648 0.937
H -0.764 4.135 0.330
C 1.037 -4.332 5.525
O 1.496 -4.692 4.229
C 0.448 -5.172 3.380
C 0.205 -4.187 2.225
N -0.416 -2.947 2.708
C -0.455 -1.883 1.701
C 0.897 -1.310 1.229
O 1.606 -0.597 2.244
C 2.432 -1.410 3.066
H 1.909 -4.089 6.140
H 0.394 -3.450 5.477
H 0.502 -5.164 5.995
H -0.476 -5.377 3.934
H 0.795 -6.122 2.958
H -0.453 -4.655 1.484
H 1.170 -3.983 1.753
H 0.104 -2.609 3.513
H -1.034 -1.060 2.140
H -1.022 -2.233 0.831
H 0.679 -0.573 0.447
H 1.535 -2.065 0.758
H 2.839 -2.272 2.530
H 1.879 -1.735 3.950
H 3.268 -0.796 3.415
C -0.484 -8.125 -4.662
O -0.334 -6.744 -4.964
C -1.545 -6.141 -5.434
C -2.061 -5.116 -4.412
N -2.568 -5.781 -3.205
C -2.853 -4.855 -2.104
C -1.655 -4.108 -1.485
O -0.738 -4.959 -0.795
C 0.266 -5.533 -1.620
H 0.503 -8.531 -4.424
H -1.132 -8.263 -3.793
H -0.885 -8.671 -5.523
H -2.313 -6.885 -5.679
H -1.293 -5.611 -6.360
H -2.867 -4.528 -4.865
H -1.234 -4.442 -4.169
H -1.880 -6.457 -2.886
H -3.324 -5.450 -1.311
H -3.602 -4.126 -2.434
H -2.057 -3.428 -0.724
H -1.134 -3.470 -2.208
H 0.548 -4.882 -2.453
H -0.063 -6.507 -1.990
H 1.153 -5.705 -1.003
*
```

Computed properties:
max |F|: 8.624 eV Å⁻¹
HOMO energy: -8.59 eV
calculated total energy: -2541.29460 hartree



[4]
Formula: C19H49N3O7
Source: OMol25
Level of theory: ωB97M-V/def2-TZVPD

Structure (ORCA input):
```
! RIJCOSX wB97M-V def2-TZVPD def2/J DEFGRID3
* xyz 1 2
C -4.848 -1.201 3.479
O -4.753 -0.079 2.631
C -5.383 1.088 3.081
C -5.083 2.322 2.263
N -3.679 2.713 2.352
C -3.454 3.933 1.538
C -2.030 4.526 1.734
O -1.014 3.588 1.348
C 0.255 4.179 1.404
H -5.814 -1.381 3.951
H -4.007 -1.352 4.156
H -4.668 -2.108 2.902
H -5.282 1.272 4.150
H -6.448 0.872 2.996
H -5.761 3.117 2.573
H -5.406 2.158 1.235
H -3.157 1.976 1.900
H -4.186 4.678 1.851
H -3.654 3.668 0.500
H -1.816 4.824 2.760
H -2.025 5.428 1.122
H 0.914 3.506 0.855
H 0.599 4.328 2.428
H 0.327 5.140 0.895
C 2.000 4.530 -4.741
O 2.297 3.125 -4.707
C 1.748 2.534 -3.556
C 2.259 1.086 -3.291
N 3.728 1.164 -3.338
C 4.482 -0.092 -3.412
C 4.650 -0.580 -4.849
O 5.157 0.470 -5.790
C 5.385 -0.043 -7.074
H 0.940 4.692 -4.548
H 2.251 5.055 -5.662
H 2.598 5.050 -3.992
H 0.667 2.440 -3.660
H 1.946 3.200 -2.716
H 1.968 0.455 -4.131
H 1.855 0.724 -2.346
H 3.975 1.680 -4.170
H 3.989 -0.793 -2.739
H 5.452 0.069 -2.942
H 3.664 -0.952 -5.126
H 5.353 -1.413 -4.808
H 5.801 0.732 -7.719
H 4.440 -0.412 -7.472
H 6.115 -0.847 -6.980
C 3.203 -6.042 2.892
O 2.293 -4.994 2.783
C 1.737 -4.579 4.027
C 0.898 -3.357 3.652
N -0.323 -3.591 2.955
C -0.813 -2.380 2.377
C -2.042 -2.715 1.505
O -1.902 -3.809 0.567
C -3.012 -3.918 -0.281
H 3.643 -6.180 1.904
H 2.854 -6.973 3.339
H 4.071 -5.785 3.499
H 2.508 -4.141 4.660
H 1.210 -5.387 4.534
H 1.490 -2.639 3.084
H 0.555 -2.916 4.588
H 0.020 -4.104 2.156
H -0.051 -1.954 1.725
H -1.107 -1.656 3.137
H -2.330 -1.793 0.999
H -2.867 -2.898 2.194
H -2.794 -4.558 -1.136
H -3.313 -2.942 -0.660
H -3.900 -4.323 0.204
C -0.164 0.520 -0.013
O -1.252 0.900 0.701
H -0.048 1.287 -0.779
H 0.743 0.472 0.589
H -0.414 -0.443 -0.458
H -1.239 1.833 0.927
*
```

Computed properties:
max |F|: 3.597 eV Å⁻¹
HOMO energy (spin up / spin down): -10.40 / -10.40 eV
<S²>: 0.7540
calculated total energy: -1443.74756 hartree



[5]
Formula: C19H49N4O8
Source: OMol25
Level of theory: ωB97M-V/def2-TZVPD

Structure (ORCA input):
```
! RIJCOSX wB97M-V def2-TZVPD def2/J DEFGRID3
* xyz 1 1
C 0.864 0.951 3.976
C 0.369 1.926 2.933
O 0.927 2.952 2.679
O -0.787 1.536 2.322
C -0.727 1.555 0.880
C -1.617 0.426 0.341
C -0.881 -0.593 -0.553
C 0.365 -1.077 0.111
N 1.561 -0.917 -0.481
C 2.447 -1.421 0.404
N 3.779 -1.416 0.178
N 1.819 -1.894 1.482
N 0.494 -1.648 1.302
H 1.418 0.152 3.484
H 0.015 0.542 4.524
H 1.503 1.474 4.681
H 0.306 1.516 0.527
H -1.132 2.508 0.540
H -2.036 -0.104 1.201
H -2.444 0.857 -0.219
H -0.570 -0.097 -1.472
H -1.527 -1.427 -0.825
H 4.124 -1.701 -0.721
H 4.403 -1.025 0.861
H 2.229 -2.308 2.307
H -0.247 -1.856 1.973
C 4.215 2.412 -0.784
C 2.872 2.706 -1.426
O 2.698 1.970 -2.635
H 5.036 2.654 -1.458
H 4.340 2.985 0.137
H 4.296 1.347 -0.544
H 2.795 3.762 -1.681
H 2.055 2.462 -0.737
H 2.744 1.034 -2.416
C -1.620 -3.445 5.842
C -0.704 -2.771 4.842
O -1.447 -2.100 3.818
H -2.268 -4.163 5.339
H -1.047 -3.966 6.608
H -2.261 -2.708 6.330
H -0.076 -3.511 4.342
H -0.051 -2.051 5.348
H -2.003 -1.434 4.246
C 4.588 5.002 -4.148
C 3.231 5.293 -4.761
O 3.026 4.557 -5.961
H 5.388 5.245 -4.848
H 4.737 5.582 -3.235
H 4.674 3.940 -3.905
H 3.145 6.346 -5.022
H 2.432 5.052 -4.050
H 3.082 3.622 -5.742
C -1.053 0.599 -5.921
C -1.641 -0.040 -4.678
O -1.432 0.774 -3.520
H 0.015 0.773 -5.790
H -1.201 -0.037 -6.794
H -1.521 1.566 -6.117
H -1.160 -0.996 -4.473
H -2.713 -0.217 -4.807
H -1.861 1.621 -3.679
C -5.134 0.880 2.580
C -4.977 -0.268 3.559
O -3.945 -0.008 4.513
H -4.195 1.064 2.055
H -5.912 0.664 1.846
H -5.402 1.800 3.103
H -4.693 -1.182 3.038
H -5.917 -0.454 4.085
H -4.182 0.790 4.995
C -1.955 -5.582 -0.679
C -0.965 -5.056 -1.700
O -0.471 -3.760 -1.338
H -2.795 -4.895 -0.574
H -2.337 -6.559 -0.973
H -1.484 -5.679 0.303
H -1.438 -4.942 -2.673
H -0.122 -5.744 -1.810
H -0.035 -3.843 -0.484
*
```

Computed properties:
max |F|: 1.819 eV Å⁻¹
HOMO energy: -11.50 eV
calculated total energy: -1574.00903 hartree



[6]
Formula: C19H49N5O7
Source: OMol25
Level of theory: ωB97M-V/def2-TZVPD

Structure (ORCA input):
```
! RIJCOSX wB97M-V def2-TZVPD def2/J DEFGRID3
* xyz 1 2
C -6.689 -2.903 1.841
O -5.869 -1.743 1.952
C -4.989 -1.783 3.101
C -4.202 -0.464 3.256
N -2.845 -0.699 3.741
C -2.298 0.548 4.452
C -2.023 1.713 3.442
O -0.635 1.671 2.930
C -0.467 2.603 1.839
H -7.362 -2.625 1.029
H -7.439 -2.969 2.630
H -6.218 -3.836 1.529
H -4.337 -2.656 3.085
H -5.718 -1.936 3.897
H -4.808 0.170 3.903
H -4.031 -0.035 2.269
H -2.721 -1.403 4.455
H -1.325 0.395 4.920
H -2.927 0.889 5.275
H -2.474 2.603 3.880
H -2.599 1.713 2.517
H -0.960 3.575 1.856
H -0.804 2.116 0.925
H 0.592 2.846 1.759
C 0.771 2.218 -8.406
O 0.183 1.118 -7.680
C 1.023 -0.089 -7.709
C 0.361 -1.149 -6.812
N 0.676 -0.825 -5.415
C 0.802 -2.061 -4.646
C -0.597 -2.358 -3.910
O -1.024 -1.107 -3.242
C -2.237 -1.255 -2.459
H 0.685 1.960 -9.461
H 1.806 2.332 -8.081
H 0.262 3.159 -8.200
H 2.013 0.104 -7.295
H 1.098 -0.594 -8.672
H 0.666 -2.112 -7.221
H -0.724 -1.093 -6.908
H -0.120 -0.320 -5.055
H 1.486 -1.901 -3.812
H 1.219 -2.867 -5.249
H -0.511 -3.201 -3.224
H -1.154 -2.700 -4.782
H -3.004 -1.400 -3.220
H -2.456 -0.312 -1.958
H -2.248 -2.103 -1.774
C 4.121 -0.950 4.729
O 3.514 0.337 4.725
C 4.225 1.514 4.552
C 3.368 2.563 3.867
N 3.546 2.462 2.389
C 2.973 1.313 1.686
C 3.258 1.478 0.143
O 4.623 1.797 -0.134
C 4.730 2.099 -1.565
H 4.837 -1.096 5.537
H 4.426 -1.460 3.815
H 3.318 -1.558 5.144
H 5.196 1.349 4.087
H 4.423 1.869 5.564
H 3.677 3.577 4.118
H 2.367 2.510 4.296
H 4.525 2.410 2.143
H 1.906 1.226 1.891
H 3.423 0.363 1.973
H 2.495 2.097 -0.329
H 2.897 0.522 -0.234
H 4.526 1.479 -2.438
H 5.757 2.463 -1.591
H 3.959 2.845 -1.757
C -0.825 -1.882 1.216
O -0.320 -2.854 0.597
N -2.104 -1.572 1.149
N -0.159 -1.191 2.130
H -2.519 -2.369 0.689
H -2.352 -0.894 1.855
H 0.812 -1.448 2.228
H -0.448 -0.228 2.231
*
```

Computed properties:
max |F|: 4.321 eV Å⁻¹
HOMO energy (spin up / spin down): -9.86 / -9.86 eV
<S²>: 0.7548
calculated total energy: -1553.23029 hartree



The highest max |F| belongs to which entry?
C19H49N3O11S2



Which of these has the lowest calculated total energy?
C19H49Br3N6O8P2



Which of these has the highest max |F|?
C19H49N3O11S2